# 1
Computed, not measured: 12 unconnected molecules or ions with the total composition C39H77BBr23N4O, with ωB97M-V/def2-TZVPD.

XYZ file:
```
145
Properties=species:S:1:pos:R:3:forces:R:3
C 7.764 1.816 2.672 -1.396 -0.576 -0.302
C 6.538 1.151 2.474 1.884 0.746 0.038
C 5.674 1.262 1.186 -2.255 0.683 1.232
C 5.853 0.047 0.127 3.245 2.321 1.068
C 6.652 0.649 -1.106 0.354 -0.766 -1.028
C 8.046 1.303 -0.763 1.604 0.293 0.676
C 9.358 0.402 -0.890 -1.645 -0.028 -1.049
N 8.253 2.535 -0.431 -1.372 -1.828 -0.827
C 6.777 -1.025 0.827 -0.704 -2.168 -1.573
C 6.945 -2.339 -0.116 -0.715 -0.347 1.630
B 7.761 -3.417 0.818 1.412 -0.893 0.114
N 7.196 -4.035 2.050 0.158 1.416 -1.395
O 9.105 -3.827 0.495 -2.434 -0.117 -0.075
C 5.465 -2.896 -0.257 0.066 1.741 0.592
C 4.520 -1.813 -0.961 -0.796 -3.184 -1.294
C 4.696 -1.727 -2.545 -0.309 -0.008 -0.433
C 5.528 -2.899 -3.187 -0.494 -0.470 -0.060
C 4.750 -4.275 -3.316 0.787 0.095 -0.811
Br 5.936 -2.312 -5.070 0.054 -0.120 0.840
N 4.488 -0.494 -0.258 0.507 0.255 0.691
C 3.625 0.513 -0.948 -2.133 1.295 -0.975
C 2.135 0.001 -1.195 0.034 -0.297 0.056
C 1.390 -0.655 0.039 0.377 0.403 -0.011
N 1.580 0.166 -2.338 0.735 -0.197 1.717
H 7.816 2.942 2.598 0.686 -1.989 -1.421
H 8.708 1.266 2.963 -1.509 0.773 1.100
H 6.197 0.472 3.300 0.729 -0.440 -1.526
H 5.737 2.274 0.682 0.154 -1.222 0.575
H 4.582 1.187 1.521 1.087 0.212 -0.262
H 6.080 1.400 -1.721 0.325 -0.628 0.898
H 6.884 -0.208 -1.816 -0.289 1.053 0.744
H 10.183 1.032 -1.314 -0.732 -0.612 0.794
H 9.618 -0.116 0.069 -0.058 0.625 -0.882
H 9.095 -0.382 -1.669 0.619 0.676 0.967
H 7.337 3.005 -0.428 0.375 0.218 0.118
H 6.251 -1.427 1.749 0.857 0.833 -0.774
H 7.824 -0.690 1.026 -1.377 0.376 0.148
H 7.474 -2.118 -1.079 -0.587 -0.138 0.856
H 6.521 -3.428 2.515 -0.113 -0.643 -0.107
H 6.811 -4.964 1.873 0.367 0.187 0.491
H 9.148 -4.161 -0.415 0.367 0.549 0.140
H 5.060 -2.981 0.803 0.481 -0.107 -1.185
H 5.367 -3.919 -0.703 -0.012 1.134 0.066
H 3.491 -2.274 -0.812 1.033 0.948 -0.116
H 3.656 -1.793 -2.999 1.215 0.143 0.470
H 5.119 -0.757 -2.917 -0.276 -0.907 0.626
H 6.530 -3.092 -2.727 -0.973 0.557 -0.378
H 3.996 -4.454 -2.504 0.725 0.195 -0.833
H 4.284 -4.300 -4.348 0.091 -0.023 1.467
H 5.530 -5.099 -3.339 -1.039 0.818 0.242
H 4.025 -0.671 0.655 0.184 0.026 -0.421
H 4.011 0.838 -1.951 0.010 -0.686 1.140
H 3.486 1.469 -0.357 0.619 -1.259 -0.204
H 1.982 -0.551 1.007 -0.656 -0.041 -1.181
H 1.232 -1.754 -0.129 0.050 1.021 0.009
H 0.396 -0.154 0.244 1.146 -0.613 -0.466
H 2.205 0.639 -3.012 -0.427 -0.422 0.443
Br 0.354 2.426 1.867 0.089 -0.037 -0.041
C -1.338 2.663 0.931 0.101 0.202 0.041
C -2.490 2.174 1.768 -0.209 -0.087 -0.132
Br -2.587 0.227 1.759 -0.031 0.047 0.055
H -1.249 2.147 -0.023 -0.064 0.011 0.093
H -1.419 3.735 0.751 -0.040 -0.076 0.045
H -3.439 2.509 1.351 0.091 -0.016 -0.018
H -2.427 2.483 2.810 0.065 -0.025 -0.114
Br 0.671 4.349 -2.426 0.096 0.022 0.033
C 0.745 4.496 -4.368 -0.163 0.057 0.160
C 0.562 3.149 -5.015 -0.057 0.016 -0.201
Br 2.176 2.074 -4.861 0.205 0.264 -0.382
H 1.695 4.968 -4.610 -0.076 -0.123 -0.023
H -0.069 5.166 -4.644 0.019 -0.100 0.008
H 0.383 3.255 -6.085 0.089 -0.038 0.050
H -0.244 2.564 -4.574 0.079 0.090 0.002
Br -4.149 -3.019 4.107 -0.427 -0.124 -0.095
C -5.456 -3.594 2.781 0.194 -0.094 -0.084
C -5.765 -2.489 1.803 -0.319 0.065 -0.033
Br -6.946 -1.154 2.588 0.154 0.013 -0.036
H -6.331 -3.940 3.328 0.052 0.116 -0.067
H -4.993 -4.439 2.272 -0.029 0.080 0.003
H -6.309 -2.879 0.943 0.047 -0.043 0.086
H -4.878 -1.962 1.456 -0.043 -0.083 0.091
Br 2.942 2.207 -9.315 -0.034 -0.008 0.153
C 2.846 0.512 -8.359 0.211 0.022 -0.251
C 1.613 -0.265 -8.740 -0.113 -0.079 0.204
Br 0.021 0.463 -7.883 -0.049 0.000 -0.065
H 2.895 0.744 -7.297 -0.101 -0.047 -0.108
H 3.746 -0.030 -8.650 -0.099 -0.012 -0.014
H 1.682 -1.293 -8.384 0.040 0.082 -0.001
H 1.421 -0.269 -9.812 0.074 0.062 0.100
Br -9.616 1.525 0.348 -0.081 0.019 -0.003
C -10.450 2.171 1.987 0.256 0.090 -0.052
C -10.468 1.102 3.050 -0.294 -0.028 0.145
Br -11.858 -0.220 2.705 0.114 0.014 0.022
H -11.443 2.527 1.719 0.062 -0.106 0.078
H -9.839 3.015 2.304 -0.051 -0.083 0.054
H -10.719 1.532 4.020 0.077 0.049 -0.081
H -9.528 0.560 3.131 -0.070 0.093 -0.073
Br -3.533 1.648 -6.832 0.141 0.004 -0.033
C -3.523 2.376 -8.640 -0.131 0.164 0.155
C -4.392 1.561 -9.564 0.131 -0.112 -0.259
Br -3.514 -0.099 -10.084 -0.098 0.032 0.072
H -2.483 2.422 -8.958 -0.111 -0.097 -0.026
H -3.914 3.389 -8.541 -0.023 -0.086 -0.040
H -4.565 2.095 -10.498 0.041 0.028 0.100
H -5.349 1.289 -9.124 0.124 0.065 0.032
Br -11.379 4.357 5.582 0.003 -0.107 -0.109
C -12.411 2.881 6.330 -0.004 0.225 0.179
C -11.884 2.474 7.681 0.053 -0.275 0.038
Br -10.249 1.425 7.517 -0.001 0.089 0.011
H -12.388 2.075 5.598 -0.042 0.012 0.148
H -13.427 3.260 6.412 0.093 -0.064 0.032
H -12.593 1.818 8.187 -0.004 0.047 -0.107
H -11.655 3.320 8.326 -0.025 -0.035 -0.134
Br -14.916 2.955 4.018 -0.141 -0.046 -0.177
C -16.731 2.436 4.499 0.054 0.254 -0.083
C -16.859 2.207 5.983 -0.150 -0.265 0.067
Br -16.083 0.498 6.508 0.089 0.128 0.028
H -16.977 1.558 3.905 0.031 0.033 0.145
H -17.359 3.269 4.184 0.029 -0.049 0.077
H -17.908 2.145 6.273 0.059 0.026 -0.075
H -16.367 2.974 6.579 -0.038 -0.029 -0.135
Br -0.387 -4.053 5.620 0.015 0.115 0.004
C -0.878 -2.337 4.840 0.001 -0.221 0.151
C -0.196 -2.124 3.514 -0.128 0.261 -0.124
Br 1.678 -1.633 3.749 0.122 -0.059 -0.013
H -0.636 -1.572 5.575 0.054 -0.032 -0.129
H -1.960 -2.381 4.711 0.425 0.112 -0.063
H -0.645 -1.283 2.982 0.058 -0.063 0.136
H -0.215 -3.004 2.874 -0.001 0.009 0.153
Br 6.597 4.753 2.867 -0.523 0.828 0.050
C 5.639 5.552 4.365 0.187 0.130 0.001
C 5.429 4.552 5.472 -0.235 -0.026 0.082
Br 3.994 3.306 5.039 0.100 -0.055 -0.029
H 4.710 5.956 3.968 0.054 -0.103 0.078
H 6.272 6.373 4.702 -0.030 -0.087 0.015
H 5.106 5.053 6.385 0.024 0.020 -0.097
H 6.314 3.955 5.685 -0.055 0.089 -0.088
Br 2.867 -6.404 -0.536 -0.045 0.085 0.083
C 1.516 -7.579 -1.308 0.128 -0.174 0.071
C 1.709 -7.728 -2.796 -0.225 0.059 -0.176
Br 1.084 -6.150 -3.753 0.127 -0.010 0.033
H 0.546 -7.165 -1.040 0.100 -0.003 -0.102
H 1.650 -8.536 -0.805 0.025 0.059 -0.065
H 1.107 -8.552 -3.179 0.026 0.040 0.098
H 2.748 -7.881 -3.080 -0.086 0.012 0.111
```
Forces are in eV/Å.

The calculation puts the HOMO-LUMO gap at 0.3171 hartree. The value obtained for the HOMO energy is -10.58 eV. The charge is +1. The energy above the lowest of the compared OMol25 structures with the same formula, charge and spin comes out at 77.45 kcal per mole.



# 2
Computed, not measured: a molecular structure, C24H20Cl2InN9O5S, with ωB97M-V/def2-TZVPD.

XYZ file:
```
62
Properties=species:S:1:pos:R:3:forces:R:3
In -0.102 0.071 0.051 -1.657 -0.514 -2.039
Cl 0.772 -6.652 -2.306 0.140 -0.474 -0.006
C 0.522 -4.943 -2.282 -0.219 1.284 -0.725
C 0.468 -4.291 -1.007 -0.518 1.768 -2.370
C 0.258 -2.876 -0.949 -0.296 -1.810 -1.243
N 0.103 -2.210 0.263 0.116 1.270 -0.465
C -0.408 -2.719 1.380 -0.049 0.108 0.194
O -0.350 -3.835 1.891 0.013 0.130 -0.551
C -1.340 -1.713 2.051 -0.603 0.462 1.210
C -1.819 -2.068 3.350 -0.341 1.109 -0.407
C -2.852 -1.314 3.905 0.750 1.067 -1.942
C -3.268 -0.177 3.137 -1.104 -1.146 0.558
C -2.746 0.126 1.908 -0.014 -0.285 0.396
N -1.768 -0.617 1.373 0.454 -1.219 0.902
C -0.077 -2.158 -2.176 1.242 -1.628 0.150
C -0.029 -2.875 -3.439 -0.088 -0.341 1.795
C 0.327 -4.252 -3.547 -0.159 1.714 3.491
Cl 0.553 -4.883 -5.132 -0.100 -0.490 0.160
N -0.345 -0.819 -1.998 -0.264 1.026 -0.297
C -1.160 -0.133 -2.901 -0.468 -0.858 1.375
O -1.638 -0.659 -3.914 0.207 0.281 -0.338
C -1.653 1.160 -2.402 -0.867 -1.069 -3.285
C -2.649 1.767 -3.192 0.014 1.093 1.050
C -3.073 3.061 -2.867 -1.104 -0.614 -0.581
C -2.459 3.745 -1.771 1.902 -1.520 0.227
C -1.453 3.054 -1.103 -1.495 0.508 0.410
N -1.150 1.743 -1.320 1.916 0.651 2.882
H 0.411 -4.779 -0.061 0.444 -0.752 0.250
H -1.289 -2.859 3.858 -0.279 -0.218 -0.122
H -3.369 -1.519 4.826 0.237 -0.199 0.262
H -4.193 0.328 3.391 0.206 0.231 0.373
H -3.193 0.925 1.323 0.414 0.044 -0.153
H -0.459 -2.341 -4.261 0.380 0.115 -0.524
H -3.035 1.130 -3.977 -0.135 0.384 -0.143
H -3.960 3.522 -3.335 0.626 -0.349 -0.023
H -2.651 4.764 -1.501 -0.185 0.329 -0.015
H -0.986 3.521 -0.243 0.244 -0.022 -0.026
N 0.263 1.584 2.079 0.948 -0.519 0.194
N -0.573 2.524 2.736 -1.976 -1.041 0.353
C -0.397 3.845 2.574 1.084 -0.686 -0.755
N -1.494 4.598 2.798 -0.536 0.024 0.505
S 1.078 4.415 2.040 -0.189 0.603 -0.174
H 0.647 0.898 2.774 -0.323 0.210 -0.061
H 1.119 2.087 1.751 -0.892 -0.022 0.365
H -1.563 2.184 2.927 1.992 0.392 -0.632
H -2.123 4.300 3.534 -0.037 0.246 -0.311
H -1.436 5.571 2.571 0.143 0.180 0.289
O 2.936 -0.204 3.363 -0.839 0.516 -0.114
N 2.171 -1.165 3.518 1.254 -1.421 0.022
O 0.949 -0.972 3.647 -0.568 1.233 -0.271
O 1.884 0.587 0.291 0.275 -0.042 0.355
N 2.902 0.288 -0.480 1.258 2.107 -0.088
C 3.530 -0.893 -0.397 -0.236 0.175 -0.018
C 4.723 -1.059 -1.048 0.394 1.275 -2.402
C 5.171 -0.053 -1.952 0.168 -0.418 1.339
C 4.529 1.186 -1.976 0.044 1.630 0.324
C 3.462 1.385 -1.125 -0.930 -1.281 0.263
H 3.057 -1.638 0.206 -0.300 -0.221 0.361
H 5.272 -1.979 -1.065 -0.078 -0.369 0.448
H 6.126 -0.225 -2.441 -0.338 0.123 -0.272
H 4.837 2.159 -2.472 0.106 -1.803 0.275
H 2.985 2.354 -0.875 0.214 -0.955 -0.425
```
Forces are in eV/Å.

The calculation puts the HOMO-LUMO gap (alpha / beta) at 0.1218 / 0.2049 hartree. The expectation value of S² is 0.77. The spin multiplicity is 2. The value obtained for the HOMO energy (alpha / beta) is -2.12 / -4.38 eV. The charge is -1. The energy above the lowest of the compared OMol25 structures with the same formula, charge and spin comes out at 18.35 kcal per mole.



no.,energy (Eh)
1,-61053.35732
2,-3304.19245